(1)
{"formula": "C33H57Cl2F3N4O11PS2", "method": "ωB97M-V/def2-TZVPD", "symbols": ["C", "C", "C", "C", "P", "C", "O", "C", "C", "C", "C", "C", "S", "O", "O", "O", "C", "N", "C", "C", "C", "Cl", "C", "C", "Cl", "N", "C", "C", "S", "O", "O", "C", "F", "F", "F", "C", "N", "C", "C", "N", "C", "C", "C", "O", "H", "H", "H", "H", "H", "H", "H", "H", "H", "H", "H", "H", "H", "H", "H", "H", "H", "H", "H", "H", "H", "H", "H", "H", "H", "H", "H", "H", "H", "H", "H", "H", "H", "H", "H", "H", "H", "H", "H", "H", "H", "O", "C", "O", "C", "C", "C", "H", "H", "H", "H", "H", "H", "H", "H", "O", "C", "O", "C", "C", "C", "H", "H", "H", "H", "H", "H", "H", "H"], "xyz": [[0.92201, 2.28725, 1.79626], [-0.21275, 1.49390, 1.48174], [-1.35145, 0.55150, 0.87451], [-1.77864, 0.38150, -0.63084], [-3.57224, -0.32086, -0.25046], [-3.66617, -1.46370, 1.31649], [-4.15764, -1.46250, -1.44636], [-0.68564, -0.52287, -1.42595], [-0.33722, -2.08117, -1.14260], [-1.09513, -2.98720, -0.07123], [-0.19900, -4.40732, 0.02928], [1.11465, -4.27877, 0.99384], [0.77236, -3.86030, 2.78515], [0.74473, -2.28421, 2.87895], [1.98585, -4.28380, 3.69653], [-0.73592, -4.38761, 3.38029], [0.85662, 0.01686, -1.70298], [1.75551, 0.16433, -0.50758], [3.08401, -0.60069, -0.68852], [-1.32929, -0.23711, -2.97783], [-0.54455, -0.93494, -4.23243], [1.01796, -0.31806, -5.10238], [-0.93844, -2.28312, -4.82208], [-2.12628, -3.24679, -4.29542], [0.01519, -3.07234, -6.25981], [-2.12400, 1.09801, -3.12782], [-3.33859, 0.80317, -3.96849], [-3.81328, -0.33896, -4.75888], [-1.43837, 2.20187, -4.35383], [0.05825, 2.53309, -4.19248], [-1.49770, 1.52630, -5.79371], [-2.27871, 3.77975, -4.77859], [-2.59030, 3.97460, -6.25264], [-1.29359, 4.90615, -4.53436], [-3.50151, 4.19590, -4.11293], [-2.29102, 1.63345, -1.66784], [-1.57781, 2.91228, -1.75826], [-0.37825, 3.33406, -1.12240], [0.30869, 4.69121, -1.83484], [-3.56148, 2.00547, -1.03055], [-3.47011, 3.04207, 0.10467], [-4.81061, 2.42309, -1.65177], [-6.05004, 1.32948, -1.94437], [-5.28626, 3.67819, -1.90192], [1.90821, 2.86370, 2.14134], [-2.31277, 0.89061, 1.50643], [-1.09371, -0.52906, 1.31712], [-3.01732, -1.12658, 2.21693], [-3.60639, -2.61269, 1.05393], [-4.79700, -1.31541, 1.68010], [-3.53989, -2.23352, -1.57534], [-0.41888, -2.71326, -2.15673], [0.82182, -2.22614, -0.87230], [-2.17368, -3.40066, -0.37397], [-1.16993, -2.64776, 1.03534], [-0.86457, -5.31918, 0.36675], [0.20864, -4.66529, -1.06279], [1.93333, -3.55885, 0.52411], [1.62975, -5.35619, 0.99929], [-1.32564, -4.72224, 2.64221], [1.44711, -0.78952, -2.36262], [0.92131, 1.00566, -2.31701], [2.08174, 1.17516, -0.48261], [2.93369, -1.70983, -1.02602], [3.75792, -0.01128, -1.45462], [3.64316, -0.56806, 0.35113], [-2.18228, -1.05169, -2.80172], [-3.04408, -2.78003, -3.77261], [-2.51098, -3.96278, -5.16851], [-1.63446, -3.99129, -3.50095], [-4.05435, 1.74152, -4.17181], [-4.77041, -0.92525, -4.35767], [-3.38031, -0.68424, -5.79780], [-2.10941, 3.74756, -2.05881], [0.53290, 2.63237, -0.94125], [-0.64874, 3.76239, -0.03576], [1.05606, 4.41986, -2.69190], [-0.56000, 5.41349, -2.13815], [0.94012, 5.26291, -1.00526], [-2.57020, 2.93352, 0.81890], [-3.36758, 4.16077, -0.30438], [-4.45263, 2.93541, 0.76055], [-7.08267, 1.84190, -2.13415], [-6.16689, 0.74981, -0.90675], [-5.78321, 0.52250, -2.73633], [4.22682, -2.99089, 1.00545], [5.31571, -2.83921, 1.55128], [6.40997, -2.52375, 0.82283], [7.67636, -2.12742, 1.38105], [8.52173, -3.34079, 1.71722], [5.47517, -3.09409, 3.02238], [7.53898, -1.45847, 2.23444], [8.18476, -1.54084, 0.60833], [8.04517, -3.96451, 2.47794], [9.50462, -3.03483, 2.08685], [8.65720, -3.96980, 0.83225], [5.63348, -4.16150, 3.18777], [4.55680, -2.78220, 3.52949], [6.28318, -2.52516, 3.48217], [3.03106, 1.85685, 4.35732], [2.15286, 2.29808, 5.09265], [2.23009, 3.55947, 5.57276], [1.16574, 4.23563, 6.26729], [1.19212, 3.90641, 7.74744], [1.02627, 1.41762, 5.55102], [0.19775, 4.02616, 5.80494], [1.34399, 5.30839, 6.13674], [1.03081, 2.83998, 7.92501], [0.41853, 4.46666, 8.28035], [2.16729, 4.15440, 8.17724], [1.35002, 0.84185, 6.42019], [0.77023, 0.73125, 4.73791], [0.11170, 1.96122, 5.78776]], "forces_ev_per_a": [[-7.707, -5.645, -1.981], [8.359, 5.539, 1.143], [0.113, 0.817, 3.400], [1.692, -1.701, -0.903], [-1.879, -2.547, 1.048], [-1.040, -0.983, 0.598], [2.287, 0.168, 0.629], [1.942, 1.974, -2.538], [0.119, -1.676, -0.329], [-0.185, -2.516, 0.530], [0.076, 0.320, -0.363], [0.199, -2.239, -1.942], [4.996, 6.098, 4.301], [-1.194, -5.516, -1.186], [-5.246, -0.081, -3.690], [1.425, -0.344, -2.207], [1.758, 0.501, -0.441], [1.061, 0.216, -1.105], [0.696, 0.744, 0.538], [0.120, -5.657, 0.208], [-0.249, -3.654, -2.757], [-2.382, -0.436, 1.742], [0.172, 3.080, 1.651], [0.871, -1.578, -0.130], [-1.645, 1.466, 2.708], [-1.334, -2.647, -2.382], [-4.433, -0.696, -0.969], [0.803, 0.435, 0.381], [10.037, -0.894, -7.319], [-5.498, -0.747, 1.000], [-1.560, 1.805, 6.062], [-2.473, 8.124, -2.360], [1.201, -1.529, 5.351], [-3.251, -4.256, -0.501], [3.925, -2.025, -1.664], [1.365, 2.930, 3.281], [0.521, -0.735, -1.708], [3.221, 3.159, 2.733], [-0.011, -0.166, 0.824], [-2.715, 3.423, -1.162], [0.496, 1.676, 1.145], [-5.680, 3.848, -3.193], [0.865, -0.640, 1.705], [4.175, -6.860, 2.091], [-2.806, -1.668, -0.706], [1.931, -0.741, -1.353], [-0.358, 2.343, -1.273], [-0.956, -0.880, -1.668], [0.217, 2.327, 0.733], [2.432, -0.124, -0.980], [-0.877, 0.812, 0.391], [0.084, 1.692, 1.969], [-2.705, 0.951, -0.467], [2.195, 1.261, 0.360], [0.185, 0.053, -2.093], [1.251, 1.859, -0.612], [-0.823, 0.453, 2.410], [-1.754, -1.069, 1.826], [-1.111, 2.357, 0.277], [0.974, 0.450, 0.930], [-2.043, 1.602, 1.007], [-0.688, -1.708, 0.852], [-0.886, -1.712, 0.297], [0.260, 2.163, 0.700], [-1.158, -1.459, 1.202], [-1.227, -0.308, -2.221], [1.198, 2.139, -1.080], [1.646, -0.282, -1.007], [0.898, 1.851, 1.825], [-1.006, 1.551, -1.686], [0.964, -2.119, 2.065], [1.124, 2.456, -1.601], [0.209, -0.162, 2.924], [-0.265, -1.083, 0.661], [-2.324, 0.635, -0.652], [0.655, -1.163, -2.164], [-1.842, 0.591, 1.415], [1.790, -1.273, 0.230], [-1.438, -1.369, -1.658], [-1.339, -0.367, -1.395], [-0.582, -2.582, 0.804], [2.057, 0.172, -1.598], [2.425, -0.614, 0.070], [0.324, 1.050, -2.220], [-0.452, 1.488, 1.385], [1.735, 0.248, 0.269], [-0.855, -0.442, -0.295], [-0.750, 0.242, -0.346], [0.292, -0.175, 0.147], [-0.064, -0.205, 0.079], [-0.175, 0.614, 0.473], [-0.101, -0.145, -0.020], [-0.369, -0.125, -0.011], [0.080, 0.131, 0.010], [-0.118, -0.017, -0.060], [0.029, 0.177, 0.056], [-0.020, 0.083, -0.023], [0.034, -0.306, -0.208], [0.100, -0.214, -0.110], [-1.261, 1.225, 1.094], [1.027, -0.764, -0.557], [0.285, 0.058, -0.631], [-0.031, -0.033, 0.319], [0.040, -0.187, 0.111], [-0.628, -0.087, -0.428], [0.094, -0.133, 0.023], [0.188, -0.281, -0.171], [-0.090, 0.112, -0.032], [0.094, -0.043, -0.070], [-0.145, 0.077, -0.104], [-0.022, 0.055, -0.063], [0.302, -0.007, 0.189], [0.138, 0.013, 0.217]], "mulliken_charge": [-1.032, -0.835, -0.320, 1.544, -0.191, -0.814, -0.534, 3.303, 0.022, 0.847, -0.940, -0.198, 1.010, -0.492, -0.539, -0.461, -2.875, 0.280, -0.715, -1.095, -0.288, -0.069, -0.089, -0.531, -0.156, 1.553, -0.083, -1.186, 1.431, -0.589, -0.600, 0.489, -0.217, -0.197, -0.135, -1.219, 0.558, 0.135, -1.044, 1.277, -0.882, 0.045, -0.658, -0.559, 0.345, 0.942, -0.534, 0.316, 0.208, 0.413, 0.302, -0.213, -0.867, 0.089, -0.147, 0.283, 0.322, -0.041, 0.441, 0.367, 0.647, 0.740, 0.317, 0.228, 0.247, 0.168, -0.567, 0.031, 0.390, 0.186, 0.403, 0.194, 0.322, 0.700, -0.742, 0.317, 0.199, 0.263, 0.400, 0.242, 0.271, 0.264, 0.370, 0.241, 0.019, -0.472, 0.682, -0.378, -0.394, -0.985, -0.986, 0.357, 0.308, 0.275, 0.361, 0.304, 0.269, 0.226, 0.386, -0.581, 0.716, -0.356, -0.346, -0.957, -0.630, 0.285, 0.333, 0.273, 0.359, 0.295, 0.308, 0.016, 0.307], "max_force_ev_per_a": 12.45, "charge": 1}



(2)
{"formula": "C33H57MgN3O4Si", "method": "ωB97M-V/def2-TZVPD", "symbols": ["O", "O", "C", "C", "H", "H", "H", "H", "H", "C", "C", "H", "H", "H", "H", "H", "C", "C", "C", "H", "H", "H", "H", "H", "C", "H", "H", "H", "H", "H", "H", "N", "C", "C", "C", "C", "H", "H", "H", "C", "H", "H", "H", "N", "C", "C", "C", "C", "H", "C", "H", "C", "H", "C", "C", "C", "C", "C", "C", "H", "C", "H", "C", "H", "C", "C", "Mg", "H", "H", "H", "H", "H", "H", "H", "H", "H", "H", "H", "H", "H", "C", "Si", "H", "H", "C", "C", "C", "H", "H", "H", "H", "H", "H", "H", "H", "H", "O", "N", "O"], "xyz": [[1.36843, -2.33934, -1.40704], [0.77253, -1.11796, -3.27444], [2.76468, -2.88247, -1.40672], [3.13775, -3.55096, -0.10504], [3.40151, -2.03136, -1.65606], [2.87131, -3.59475, -2.23083], [2.90185, -2.87196, 0.72783], [4.21457, -3.78250, -0.11871], [2.62950, -4.51563, 0.06282], [0.35170, -3.30923, -0.96497], [0.12941, -4.30545, -2.05611], [-0.54363, -2.74180, -0.68733], [0.70898, -3.78874, -0.04871], [-0.29234, -3.78231, -2.91900], [-0.55041, -5.11070, -1.77560], [1.05451, -4.82434, -2.30218], [-0.55178, -0.52334, -3.37312], [1.70599, -0.95153, -4.43975], [-1.66686, -1.52121, -3.26667], [-0.52658, -0.00990, -4.33791], [-0.60902, 0.25109, -2.59896], [-1.53614, -2.39599, -3.92291], [-2.55585, -0.95828, -3.56847], [-1.80573, -1.87327, -2.23859], [1.46921, -2.12463, -5.34193], [2.69311, -0.87066, -3.97869], [1.42509, -0.00129, -4.87926], [1.57987, -3.06101, -4.78375], [2.21028, -2.13743, -6.14200], [0.45853, -2.08731, -5.77750], [1.07921, -1.93755, -2.49206], [-0.57967, -0.11770, 2.89685], [-1.40446, 0.39192, 3.81321], [-2.24426, 1.49563, 3.57365], [-2.50835, 2.17997, 2.36476], [-1.45972, -0.26383, 5.16733], [-0.44670, -0.48407, 5.53569], [-2.04484, -1.19665, 5.16109], [-1.93796, 0.42226, 5.87450], [-3.76074, 3.01403, 2.29849], [-4.37421, 2.74933, 1.42656], [-3.51860, 4.08462, 2.23487], [-4.33828, 2.83431, 3.20834], [-1.70939, 2.16521, 1.29963], [-0.18770, -1.45971, 2.83432], [1.10785, -1.81784, 3.24295], [2.11030, -0.80282, 3.68221], [1.47799, -3.15668, 3.24143], [2.49483, -3.43228, 3.54208], [0.58366, -4.14852, 2.84197], [0.88709, -5.19773, 2.82795], [-0.69608, -3.79182, 2.41725], [-1.39900, -4.55811, 2.06867], [-1.08501, -2.45718, 2.39912], [-2.44826, -2.06453, 1.91924], [-1.99827, 2.82102, 0.07928], [-1.53990, 4.14460, -0.13353], [-0.96756, 4.96006, 0.98064], [-1.69051, 4.73393, -1.38476], [-1.31559, 5.74672, -1.53254], [-2.31955, 4.04500, -2.41947], [-2.43268, 4.51291, -3.39495], [-2.81784, 2.75741, -2.20891], [-3.34150, 2.21565, -3.00413], [-2.67546, 2.14141, -0.96314], [-3.22488, 0.76463, -0.74954], [0.15526, 1.38699, 1.73415], [2.80793, -0.56183, 2.85618], [2.71325, -1.18719, 4.52714], [1.64062, 0.13846, 4.01249], [-2.40049, -1.10780, 1.36945], [-3.17741, -1.94924, 2.74540], [-2.84838, -2.84114, 1.24330], [-0.40074, 5.79807, 0.54986], [-0.29405, 4.40744, 1.65169], [-1.77521, 5.38891, 1.59770], [-3.79548, 0.68256, 0.18658], [-2.42578, 0.00847, -0.72950], [-3.89321, 0.50896, -1.58251], [-2.85762, 1.79647, 4.42469], [1.09899, 0.88278, 0.14761], [2.20687, 1.95971, -0.88262], [0.35713, 0.57722, -0.61047], [1.60839, -0.09187, 0.27991], [3.65306, 0.90413, -1.43784], [2.70444, 3.40462, 0.15500], [1.27191, 2.47655, -2.42159], [1.45550, 3.53251, -2.64073], [0.19376, 2.36525, -2.29553], [1.55246, 1.90274, -3.31133], [4.38474, 0.80674, -0.63532], [4.16451, 1.32913, -2.30274], [3.33611, -0.10522, -1.70375], [2.98727, 3.05245, 1.15724], [1.85315, 4.09119, 0.26398], [3.55013, 3.92289, -0.31763], [1.33860, 2.97839, 5.08440], [1.25919, 2.25418, 4.10768], [1.09071, 2.80808, 2.93964]], "forces_ev_per_a": [[0.806, -1.492, 0.509], [0.710, 0.394, -1.483], [-0.362, -0.218, -0.364], [0.005, 0.087, 0.347], [-0.238, -0.003, 0.349], [-0.244, 0.045, -0.055], [0.198, -0.308, -0.092], [-0.316, 0.287, 0.011], [0.100, 0.458, -0.140], [0.298, -0.042, 0.726], [-0.325, -0.347, -0.346], [0.339, 0.078, -0.178], [-0.085, 0.342, -0.124], [0.214, -0.411, -0.113], [-0.218, 0.238, 0.189], [0.105, 0.153, -0.246], [0.597, 0.502, -0.080], [-1.197, -0.180, 1.316], [-0.182, -0.099, -0.081], [-0.338, -0.084, 0.074], [-0.030, -0.210, -0.071], [-0.092, 0.444, 0.061], [-0.128, -0.359, 0.123], [-0.039, 0.117, -0.216], [0.174, -0.259, -0.315], [-0.066, -0.112, -0.243], [0.210, 0.132, -0.109], [-0.039, 0.118, -0.089], [-0.102, 0.011, -0.116], [0.377, -0.018, 0.112], [-0.164, 0.859, 0.944], [-0.736, 0.521, -0.601], [0.161, -0.590, -0.551], [-0.015, -0.095, 0.456], [0.506, 0.386, -1.199], [-0.274, 0.063, 0.466], [-0.290, 0.013, -0.215], [0.222, 0.189, -0.114], [0.089, -0.204, -0.053], [-0.283, 0.032, 0.398], [0.199, 0.067, 0.163], [-0.054, -0.295, -0.043], [-0.103, 0.189, -0.199], [-0.433, -0.377, 0.872], [0.160, -0.164, 1.078], [0.121, -0.342, -0.104], [0.376, 0.494, 0.372], [-0.061, -0.547, -0.275], [-0.369, 0.105, -0.002], [0.025, -0.140, -0.171], [-0.076, 0.276, 0.099], [0.238, -0.161, -0.118], [0.236, 0.252, 0.183], [0.094, 0.262, 0.130], [-0.536, 0.067, -0.295], [-0.349, 0.372, -0.320], [-0.273, -0.523, 0.057], [0.419, 0.320, 0.311], [-0.252, -0.382, -0.252], [-0.117, -0.221, -0.044], [-0.022, -0.082, -0.145], [0.022, -0.058, 0.148], [0.132, 0.261, 0.228], [0.171, 0.267, 0.208], [0.459, 0.383, 0.218], [-0.182, -0.324, -0.084], [-0.546, 1.153, 2.001], [-0.265, -0.012, 0.310], [-0.218, 0.112, -0.433], [0.279, -0.408, -0.208], [-0.085, -0.326, 0.317], [0.353, 0.062, -0.340], [0.077, 0.258, 0.246], [-0.153, -0.148, 0.230], [-0.244, 0.059, -0.161], [0.282, -0.136, -0.130], [0.226, -0.034, -0.219], [-0.097, 0.156, 0.190], [0.065, 0.002, 0.203], [0.183, -0.059, -0.292], [1.420, -1.311, -2.974], [-1.040, -1.174, 0.883], [-0.432, 0.006, 0.053], [0.181, 0.197, 0.298], [0.630, 0.225, -0.219], [0.570, 0.336, -0.239], [-0.041, 0.433, -0.394], [-0.037, -0.015, -0.156], [-0.072, 0.095, 0.147], [0.101, -0.006, 0.034], [0.103, -0.039, 0.069], [0.190, 0.030, -0.081], [-0.221, 0.117, -0.004], [-0.062, 0.183, -0.266], [0.248, -0.086, 0.016], [-0.139, 0.223, 0.287], [-0.021, 0.003, -1.175], [-0.150, 0.071, 0.477], [-0.258, -0.103, 0.623]], "mulliken_charge": [-0.071, 0.183, -0.289, -1.339, 0.410, 0.302, 0.165, 0.470, 0.350, 0.981, -1.126, -0.343, -0.137, 0.092, 0.494, 0.297, 0.984, -0.453, -1.486, 0.406, -0.885, 0.354, 0.436, 0.264, -1.121, 0.320, 0.453, 0.223, 0.459, 0.295, 0.197, 1.457, 1.282, -2.213, 1.741, -1.818, 0.259, 0.217, 0.510, -1.581, 0.266, 0.179, 0.539, 1.088, -1.661, 1.708, -1.586, -0.734, 0.413, -0.690, 0.436, -0.654, 0.423, 1.289, -1.820, -1.386, 2.044, -1.630, -0.933, 0.399, -0.970, 0.395, -0.985, 0.382, 0.833, -0.610, 0.182, 0.168, 0.509, 0.218, 0.056, 0.355, 0.450, 0.468, 0.091, 0.337, 0.393, -0.308, 0.543, 0.306, 1.192, 0.690, -1.517, -0.001, -0.720, -1.002, -0.486, 0.500, -0.268, 0.186, 0.366, 0.386, -0.379, 0.214, 0.132, 0.441, -0.595, 0.046, -0.431], "max_force_ev_per_a": 3.55}



Frontier orbital gap values, unit eV, following the record order: 5.36 6.85.